Computed, not measured: a molecular structure, C25H30BN8Y, with the ωB97M-V functional and the def2-TZVPD basis.

- HOMO-LUMO gap (eV) = 7.769
- max |F| (Eh/bohr) = 0.00336
- net charge = +2
- energy relative to the best compared isomer or geometry (same formula, charge and spin) (kcal per mole) = 0.0
- highest occupied orbital energy (eV) = -14.27
- E_tot (eV) = -40046.152

Last column: natural (NBO) charge in e.
Atoms and positions in Å:
Y: 0.014 0.528 -0.884  2.24
C: 3.602 -0.321 -0.166  -0.64
C: 2.708 -0.150 1.017  0.21
C: 3.002 -0.306 2.362  -0.33
C: 1.812 -0.056 3.039  0.27
C: 1.564 -0.074 4.508  -0.66
N: 0.866 0.231 2.132  -0.32
N: 1.413 0.175 0.876  -0.54
B: -0.630 0.593 2.365  0.52
N: -0.920 1.995 1.778  -0.32
N: -0.740 2.279 0.449  -0.54
C: -1.072 3.569 0.278  0.22
C: -0.993 4.219 -1.061  -0.62
C: -1.466 4.118 1.488  -0.33
C: -1.357 3.093 2.417  0.27
C: -1.655 3.133 3.876  -0.65
N: -1.537 -0.463 1.668  -0.32
N: -1.525 -0.648 0.309  -0.54
C: -2.411 -1.616 0.029  0.21
C: -2.662 -2.065 -1.371  -0.64
C: -2.996 -2.062 1.205  -0.33
C: -2.420 -1.309 2.221  0.27
C: -2.693 -1.369 3.684  -0.66
H: 4.618 -0.013 0.074  0.26
H: 3.275 0.284 -1.017  0.21
H: 3.640 -1.365 -0.485  0.24
H: 3.954 -0.553 2.799  0.25
H: 2.481 -0.330 5.032  0.25
H: 0.805 -0.810 4.772  0.24
H: 1.227 0.900 4.862  0.24
H: -0.854 0.592 3.529  0.00
H: -0.665 3.510 -1.827  0.17
H: -0.285 5.047 -1.057  0.26
H: -1.962 4.607 -1.370  0.26
H: -1.789 5.128 1.675  0.25
H: -1.993 4.128 4.151  0.25
H: -0.771 2.897 4.468  0.24
H: -2.437 2.421 4.140  0.24
H: -2.110 -1.465 -2.100  0.20
H: -3.720 -1.986 -1.617  0.26
H: -2.368 -3.107 -1.510  0.25
H: -3.750 -2.822 1.311  0.25
H: -3.447 -2.125 3.887  0.25
H: -3.057 -0.412 4.056  0.24
H: -1.794 -1.628 4.243  0.24
C: 0.574 1.586 -5.406  -0.22
C: 1.033 0.418 -5.993  -0.09
C: 1.212 -0.707 -5.204  -0.20
C: 0.934 -0.653 -3.847  0.19
N: 0.486 0.489 -3.275  -0.62
C: 0.317 1.570 -4.052  0.08
C: 1.106 -1.840 -2.957  0.17
C: 1.570 -3.061 -3.422  -0.20
C: 1.693 -4.119 -2.533  -0.11
C: 1.351 -3.934 -1.205  -0.22
C: 0.901 -2.688 -0.813  0.08
N: 0.781 -1.664 -1.665  -0.59
H: 0.418 2.489 -5.978  0.26
H: 1.249 0.379 -7.052  0.26
H: 1.567 -1.620 -5.656  0.24
H: -0.043 2.470 -3.566  0.21
H: 1.837 -3.207 -4.457  0.24
H: 2.053 -5.077 -2.885  0.25
H: 1.431 -4.733 -0.482  0.25
H: 0.625 -2.491 0.217  0.23

=====

Computed, not measured: 2 unconnected molecules or ions with the total composition C25H30F2O4, with the ωB97M-V functional and the def2-TZVPD basis.

- HOMO-LUMO gap (eV) = 5.148
- max |F| (Eh/bohr) = 0.03970
- highest occupied orbital energy (eV) = -7.31
- E_tot (eV) = -40034.093

Last column: natural (NBO) charge in e.
Atoms and positions in Å:
C: 4.793 2.234 2.084  -0.62
C: 4.371 0.797 2.014  -0.07
O: 2.995 0.803 1.588  -0.50
C: 2.528 -0.455 1.447  0.74
C: 1.074 -0.604 1.254  -0.29
C: 0.503 -1.909 1.757  -0.23
C: 0.503 -2.006 3.281  -0.61
C: 1.217 -3.100 1.126  -0.63
C: 0.297 0.623 1.464  0.74
O: 0.638 1.778 1.248  -0.64
O: -0.956 0.315 1.890  -0.56
C: -1.869 1.439 1.996  -0.07
C: -1.519 2.363 3.129  -0.64
O: 3.328 -1.395 1.508  -0.65
H: 5.781 2.294 2.545  0.21
H: 4.864 2.667 1.081  0.20
H: 4.096 2.831 2.681  0.22
H: 4.985 0.231 1.302  0.19
H: 4.433 0.319 3.003  0.18
H: -0.529 -1.895 1.408  0.20
H: -0.098 -1.191 3.698  0.22
H: 0.069 -2.966 3.587  0.20
H: 1.534 -1.933 3.651  0.21
H: 1.114 -3.086 0.037  0.19
H: 2.284 -3.031 1.373  0.27
H: 0.783 -4.038 1.499  0.20
H: -1.846 1.980 1.042  0.19
H: -2.843 0.966 2.141  0.19
H: -2.247 3.174 3.162  0.21
H: -1.535 1.836 4.087  0.21
H: -0.528 2.787 2.951  0.24
C: 1.472 3.968 -3.796  -0.64
C: 1.007 2.847 -2.946  -0.01
C: -0.337 2.479 -2.928  0.37
F: -1.208 3.217 -3.690  -0.33
C: -0.825 1.409 -2.204  -0.24
C: 0.085 0.554 -1.513  -0.05
C: -0.279 -0.697 -0.947  0.00
C: -1.521 -1.358 -1.297  -0.04
C: -2.181 -1.174 -2.553  -0.26
C: -3.389 -1.793 -2.806  0.39
F: -4.046 -1.520 -3.979  -0.33
C: -3.993 -2.687 -1.925  -0.06
C: -5.286 -3.332 -2.257  -0.63
C: -3.328 -2.917 -0.715  -0.19
C: -2.139 -2.279 -0.411  -0.19
C: 1.429 1.018 -1.414  -0.10
C: 1.879 2.099 -2.141  -0.21
H: 2.498 4.220 -3.518  0.22
H: 1.467 3.699 -4.859  0.24
H: 0.847 4.859 -3.675  0.24
H: -1.893 1.198 -2.209  0.24
H: 0.533 -1.351 -0.621  0.26
H: -1.744 -0.536 -3.317  0.24
H: -5.493 -4.111 -1.519  0.22
H: -6.115 -2.615 -2.232  0.23
H: -5.270 -3.790 -3.251  0.23
H: -3.767 -3.616 -0.002  0.22
H: -1.670 -2.474 0.549  0.22
H: 2.113 0.477 -0.759  0.24
H: 2.933 2.379 -2.099  0.22